C33H70NPS4Si3Ti as an isolated structure in a non-equilibrium geometry, computed with wB97M-V/def2-TZVPD.

```
113
Properties=species:S:1:pos:R:3:lowdin_spin:R:1
Ti -0.029 0.440 -0.491 1.02
S -1.333 3.877 -1.464 0.00
S -2.838 3.091 -0.262 0.00
S -2.522 1.086 -0.544 0.01
S 0.265 2.883 -0.677 -0.02
P -0.536 0.747 2.305 0.00
Si 2.770 0.729 -1.083 -0.01
Si -4.851 -1.832 -0.140 0.00
Si -3.256 -0.881 -2.791 0.00
N -0.787 -1.449 -0.737 0.00
C -4.101 -2.218 -3.892 0.00
C 3.784 2.529 -1.131 0.00
C 0.321 -3.491 -0.077 0.00
C -5.944 -3.273 -0.796 0.00
C 0.122 -1.871 2.855 0.00
C 3.237 3.488 -2.191 0.00
C -0.898 -4.000 0.430 0.00
C 1.133 1.258 3.034 0.00
C 1.637 1.054 -3.764 0.00
C 4.098 -0.524 -0.070 0.00
C -2.030 -2.042 -0.483 0.00
C -1.784 1.989 2.974 0.00
C 4.004 0.380 -3.879 0.00
C -5.925 -0.258 -0.288 0.00
C -1.509 -0.650 -3.523 0.00
C -4.717 -2.091 1.771 0.00
C -3.219 -1.589 -1.042 -0.01
C -1.646 2.480 4.414 0.00
C -4.237 0.691 -3.268 0.00
C -1.343 -0.922 4.650 0.00
C 1.506 0.964 4.486 0.00
C 2.278 -1.253 -3.225 0.00
C 3.591 3.244 0.206 0.00
C 5.292 -0.963 -0.913 0.00
C 0.306 -2.225 -0.590 0.00
C 4.615 0.134 1.211 0.00
C 5.297 2.444 -1.377 0.00
C -0.990 -0.869 3.163 0.00
C -3.198 1.450 2.747 0.00
C 3.422 -1.816 0.400 0.00
C 1.351 2.734 2.709 0.00
C 2.715 0.208 -3.074 0.00
C -2.026 -3.267 0.267 0.00
H 5.972 -1.587 -0.325 0.00
H -5.366 -2.895 2.104 0.00
H -4.450 0.700 -4.334 0.00
H 3.135 -2.445 -0.439 0.00
H 1.828 0.688 2.393 0.00
H -2.980 -3.674 0.561 0.00
H -6.544 -0.280 -1.177 0.00
H 3.859 0.020 -4.902 0.00
H 2.404 2.990 2.792 0.00
H 3.531 3.196 -3.195 0.00
H 3.637 4.490 -2.012 0.00
H -3.293 1.019 1.752 0.00
H -3.713 -2.333 2.098 0.00
H -0.955 0.045 -2.879 0.00
H -3.455 0.687 3.479 0.00
H -1.746 1.669 5.126 0.00
H 5.168 -0.586 1.822 0.00
H -5.185 0.730 -2.746 0.00
H -0.703 2.983 4.596 0.00
H -2.442 3.196 4.612 0.00
H 2.014 2.038 -4.025 0.00
H 2.544 -1.613 1.012 0.00
H 4.832 -0.170 -3.446 0.00
H 0.758 1.202 -3.121 0.00
H -6.350 -3.028 -1.771 0.00
H 2.883 -1.927 -2.621 0.00
H 4.956 -1.559 -1.758 0.00
H 2.368 -1.572 -4.267 0.00
H -5.177 -2.189 -3.751 0.00
H 0.803 3.385 3.384 0.00
H -3.909 -2.041 -4.947 0.00
H -1.651 2.854 2.308 0.00
H -5.015 -1.193 2.301 0.00
H 1.233 -1.371 -2.943 0.00
H 5.707 3.455 -1.477 0.00
H -0.923 -4.972 0.906 0.00
H -0.220 -2.888 3.044 0.00
H -3.700 1.601 -3.024 0.00
H -2.279 -0.413 4.865 0.00
H 3.943 2.648 1.042 0.00
H -3.918 2.262 2.828 0.00
H 0.833 1.444 5.191 0.00
H 3.787 0.501 1.815 0.00
H 1.313 0.572 -4.688 0.00
H 2.540 3.466 0.351 0.00
H 5.531 1.899 -2.285 0.00
H -5.293 0.623 -0.342 0.00
H -0.966 -1.592 -3.565 0.00
H 4.137 4.191 0.209 0.00
H -3.769 -3.225 -3.661 0.00
H 1.230 -1.777 -0.938 0.00
H -1.469 -1.969 4.933 0.00
H 0.411 -1.796 1.804 0.00
H 1.021 2.946 1.690 0.00
H 4.115 -2.404 1.013 0.00
H 5.287 0.960 1.004 0.00
H 1.239 -4.055 -0.023 0.00
H -6.784 -3.463 -0.134 0.00
H -1.533 -0.240 -4.529 0.00
H 1.003 -1.692 3.467 0.00
H 5.811 1.970 -0.546 0.00
H 4.281 1.426 -3.948 0.00
H 5.862 -0.121 -1.283 0.00
H 1.530 -0.103 4.689 0.00
H 2.156 3.557 -2.141 0.00
H 2.512 1.350 4.664 0.00
H -0.560 -0.501 5.274 0.00
H -5.388 -4.199 -0.899 0.00
H -1.882 -1.181 2.603 0.00
H -6.586 -0.135 0.566 0.00
```

The calculation puts the HOMO-LUMO gap (spin up / spin down) at 6.323 / 6.408 eV. Its spin multiplicity is 2. Its energy relative to the best compared isomer or geometry (same formula, charge and spin) is 0.5957 eV. As for the total charge: -1. As for the HOMO energy (spin up / spin down): -4.0 / -4.0 eV. The molecular weight is 772.3 g/mol. For the maximum force, the calculation gives 1.52 eV Å⁻¹.


A 3-piece molecular cluster, C33H72O9Si overall in a non-equilibrium geometry, computed with wB97M-V/def2-TZVPD.

```
115
Properties=species:S:1:pos:R:3:lowdin_charge:R:1
Si 2.184 2.240 1.315 0.70
O -4.304 -6.737 -8.844 -0.19
O -3.565 6.568 1.152 -0.18
O 0.296 2.059 3.297 -0.24
O -3.095 -6.229 -6.103 -0.13
O -1.435 0.470 5.439 -0.14
O -0.135 -1.183 -1.789 -0.19
O -5.364 -8.263 -6.169 -0.19
O -0.239 -3.141 -4.525 -0.19
O 0.430 -4.164 -1.738 -0.12
C -0.301 1.306 5.516 -0.19
C 1.361 -3.112 -1.915 -0.18
C 5.092 3.068 3.475 -0.37
C 4.956 2.385 2.087 -0.23
C 2.839 6.020 6.712 -0.06
C -2.670 -7.164 -7.078 -0.18
C 1.187 2.729 -0.209 -0.27
C -5.031 -9.502 -5.582 -0.11
C -2.927 -6.791 -8.524 -0.20
C 4.614 2.610 5.986 -0.18
C -0.300 3.089 0.124 -0.26
C -4.480 -5.997 -5.904 -0.18
C 5.334 5.446 6.962 -0.06
C -5.273 -7.143 -5.309 -0.20
C -1.418 -0.437 4.350 -0.27
C 0.714 -3.501 -5.500 -0.12
C -0.321 2.456 4.517 -0.19
C -4.492 5.503 1.180 -0.12
C 1.020 -1.797 -1.244 -0.20
C 6.512 3.662 3.666 -0.05
C -4.717 -5.595 -9.564 -0.11
C -2.357 6.250 0.497 -0.25
C 3.886 3.041 1.170 -0.27
C -1.563 5.101 1.102 -0.17
C -0.865 -4.228 -3.865 -0.19
C 3.667 3.776 6.062 -0.10
C -1.064 -0.714 -0.834 -0.10
C -0.844 -4.095 -2.356 -0.18
C 3.951 4.995 6.551 -0.32
C 1.409 2.874 2.919 -0.27
C -2.425 -0.041 3.277 -0.06
C -0.445 4.625 0.132 -0.20
C 4.816 2.034 4.574 -0.19
H 2.277 -3.471 -1.438 0.13
H 0.216 3.300 4.957 0.11
H -0.929 2.688 -0.671 0.10
H -2.461 -7.565 -9.149 0.13
H -2.531 6.085 -0.573 0.12
H 5.681 1.365 4.601 0.12
H -6.290 -6.773 -5.124 0.13
H 3.184 6.869 7.299 0.07
H 2.174 2.795 3.700 0.06
H -4.954 -5.617 -6.809 0.11
H 1.866 -1.116 -1.401 0.12
H 5.910 2.388 1.563 0.09
H 4.208 1.820 6.623 0.11
H -4.670 -5.776 -10.643 0.09
H -4.686 -10.165 -6.375 0.09
H 3.797 4.109 1.381 0.08
H 5.374 6.532 6.937 0.07
H -2.283 -0.638 2.378 0.06
H 0.909 -1.955 -0.166 0.12
H -0.420 -0.503 3.911 0.11
H 1.976 5.593 7.215 0.07
H -4.517 -5.185 -5.172 0.13
H -4.840 -7.423 -4.343 0.12
H -0.859 0.334 -0.593 0.07
H 1.598 -2.963 -2.970 0.11
H -1.395 -3.210 -2.032 0.11
H 5.575 2.896 6.413 0.09
H -1.669 -1.433 4.720 0.12
H 4.189 2.931 0.127 0.07
H -5.499 5.905 1.213 0.08
H 5.597 5.093 7.961 0.09
H -4.364 4.850 0.312 0.09
H 0.238 -3.660 -6.473 0.08
H -1.386 -4.960 -1.965 0.13
H 4.678 1.338 2.227 0.08
H 6.104 5.075 6.287 0.06
H -2.191 4.239 1.318 0.10
H 0.502 5.091 0.395 0.10
H -4.228 -9.400 -4.845 0.09
H 1.101 3.923 2.848 0.10
H -1.914 -4.253 -4.182 0.12
H 6.497 4.751 3.642 0.08
H 1.204 1.891 -0.910 0.06
H -2.435 -5.839 -8.746 0.12
H -4.333 4.881 2.067 0.08
H -1.354 2.748 4.326 0.13
H -0.410 -5.180 -4.156 0.12
H -3.434 -0.177 3.662 0.08
H -1.075 5.420 2.022 0.11
H -0.259 1.690 6.535 0.12
H 7.205 3.295 2.915 0.07
H -1.744 7.151 0.568 0.13
H 1.617 3.595 -0.709 0.07
H 4.361 3.876 3.517 0.11
H -0.718 4.920 -0.882 0.11
H -2.291 1.006 3.010 0.06
H -3.042 -8.166 -6.859 0.11
H 2.529 6.403 5.738 0.08
H -0.618 2.660 1.073 0.08
H -4.117 -4.715 -9.315 0.09
H -5.754 -5.388 -9.295 0.09
H 2.278 0.762 1.369 0.02
H -5.904 -9.956 -5.101 0.09
H -2.059 -0.781 -1.277 0.09
H -1.583 -7.206 -6.960 0.13
H -1.057 -1.314 0.081 0.08
H 0.609 0.720 5.345 0.13
H 1.426 -2.680 -5.590 0.09
H 6.889 3.390 4.653 0.06
H 3.954 1.422 4.298 0.10
H 2.650 3.595 5.720 0.09
H 1.264 -4.404 -5.217 0.09
```

The calculation puts the HOMO-LUMO gap at 9.587 eV. The SMILES is CCOCCOC[Si@@H](CCCCCOC)CC[C@H](C)CCC=C(C)C.COCCOCCOC.COCCOCCOC. As for the total charge: 0. As for the HOMO energy: -8.9 eV. The molecular weight is 641.0 g/mol. For the maximum force, the calculation gives 1.15 eV Å⁻¹.


A 6-piece molecular cluster, C33H73BFN3O10P overall, computed with wB97M-V/def2-TZVPD.

```
122
Properties=species:S:1:pos:R:3:lowdin_charge:R:1
P 1.908 -4.481 -2.062 0.80
F -1.125 1.401 -1.002 0.04
O 2.681 1.662 -3.130 0.20
O 0.334 4.302 6.850 -0.07
O 1.550 0.575 -4.863 0.09
O 3.249 3.599 1.982 -0.07
O 0.699 -0.937 2.028 0.06
O 0.914 4.203 -2.965 -0.06
O 2.582 -4.952 -0.831 -0.39
O -7.472 -1.452 1.551 -0.05
O -3.297 -6.719 -1.676 -0.07
O -1.262 -0.360 1.147 0.18
N 0.358 -3.378 0.342 0.04
N 1.714 -1.740 -2.664 -0.06
N 2.467 -2.110 -3.797 0.13
C 0.684 -0.089 -1.325 -0.01
C 2.535 5.860 -3.674 -0.05
C 0.718 -2.416 -0.627 -0.20
C 0.242 1.358 -1.226 -0.30
C 0.815 5.441 7.566 -0.50
C 1.983 4.113 2.415 -0.50
C 1.907 4.152 3.931 -0.05
C 1.382 -2.733 -1.809 -0.18
C -2.748 -2.815 -0.114 -0.08
C 1.729 5.480 1.801 -0.05
C -0.143 -0.745 1.007 -0.44
C 0.428 -1.072 -0.365 0.05
C -0.706 -4.359 -0.029 -0.20
C 2.400 0.340 3.101 -0.01
C -2.873 -7.944 -1.066 -0.50
C 0.213 0.192 -5.263 -0.19
C -7.678 -1.512 -0.863 -0.06
C -0.272 1.111 -6.375 -0.04
C 4.752 -0.482 0.260 -0.07
C -5.665 -0.488 0.253 -0.07
C 1.284 5.041 8.956 -0.06
C -6.740 -1.561 0.334 -0.51
C 3.043 -1.710 1.728 -0.13
C 2.086 -0.522 1.885 -0.33
C 1.380 -0.439 -2.469 0.03
C 0.952 2.174 -0.156 0.01
C 1.250 5.123 -4.010 -0.48
C -0.247 6.528 7.620 -0.06
C -2.743 -9.042 -2.109 -0.06
C -1.842 -3.807 -0.862 -0.23
C 3.818 -1.699 0.409 -0.23
C 1.349 4.394 -5.341 -0.05
C -3.821 -8.337 0.054 -0.06
B 1.873 0.649 -3.557 -0.62
H 1.563 5.086 -6.155 0.09
H -3.714 -9.242 -2.569 0.08
H 2.049 4.267 8.895 0.08
H -0.467 0.234 -4.411 0.13
H -1.493 -3.382 -1.809 0.10
H 2.087 3.164 4.355 0.07
H 4.836 0.079 1.191 0.08
H 2.442 6.377 -2.719 0.08
H -2.055 -8.743 -2.901 0.08
H 5.753 -0.779 -0.045 0.08
H 2.487 6.191 2.140 0.09
H -4.169 -6.869 -2.057 0.09
H -1.888 -7.723 -0.647 0.13
H -1.126 6.168 8.162 0.08
H 2.207 0.114 1.006 0.11
H 0.750 5.865 2.087 0.09
H -3.895 -7.539 0.794 0.08
H 3.094 1.500 -2.276 0.11
H -0.424 3.952 7.331 0.09
H 0.414 3.876 -5.563 0.07
H 2.782 6.593 -4.443 0.08
H 1.779 5.431 0.712 0.07
H 0.540 1.897 0.812 0.09
H 1.694 5.895 9.497 0.08
H -4.822 -8.518 -0.345 0.08
H 0.799 3.229 -0.365 0.09
H -2.587 -1.781 -0.408 0.06
H -0.565 6.804 6.615 0.08
H 0.447 4.641 9.535 0.08
H 2.506 -2.650 1.857 0.12
H -8.194 -0.548 -0.897 0.08
H 2.026 1.981 -0.185 0.09
H 3.366 5.153 -3.596 0.08
H 1.535 0.959 3.332 0.09
H 3.366 -1.646 -3.774 0.13
H 0.236 -0.842 -5.618 0.12
H 2.672 4.826 4.330 0.09
H 4.391 -2.622 0.319 0.11
H -3.788 -3.041 -0.352 0.07
H 0.420 5.829 -4.041 0.14
H 4.384 0.220 -0.493 0.05
H 3.118 -1.699 -0.431 0.07
H -4.999 -0.547 1.114 0.08
H 0.551 1.713 -6.753 0.08
H 1.959 -1.861 -4.636 0.10
H -7.912 -0.595 1.557 0.09
H -0.270 -5.244 -0.503 0.08
H 0.935 4.497 4.280 0.08
H -6.119 0.507 0.253 0.08
H 3.260 0.959 2.855 0.08
H 0.379 1.855 -2.190 0.12
H 1.637 3.566 -2.914 0.04
H -7.134 -1.640 -1.800 0.08
H -1.066 1.774 -6.038 0.08
H 1.189 -3.930 0.544 0.10
H 2.148 3.648 -5.304 0.08
H -0.661 0.535 -7.213 0.08
H -8.434 -2.293 -0.788 0.08
H -2.380 -9.968 -1.664 0.08
H 2.671 -4.525 -3.223 0.01
H 0.698 -5.102 -2.400 0.03
H 3.785 -1.667 2.528 0.12
H -2.642 -2.932 0.963 0.09
H -2.435 -4.682 -1.129 0.08
H -3.485 -9.245 0.555 0.08
H -6.266 -2.544 0.381 0.13
H 1.245 3.403 2.034 0.10
H -1.118 -4.712 0.917 0.13
H 3.932 4.198 2.302 0.09
H 1.668 5.797 6.985 0.13
H -5.069 -0.592 -0.656 0.07
H 0.123 7.419 8.126 0.08
H 2.611 -0.296 3.959 0.09
```

The calculation puts the HOMO-LUMO gap at 7.174 eV. As for the total charge: +1. As for the HOMO energy: -11.5 eV. The molecular weight is 732.7 g/mol. For the maximum force, the calculation gives 0.70 eV Å⁻¹.


A 5-piece molecular cluster, C33H73N4O3 overall in a non-equilibrium geometry, computed with wB97M-V/def2-TZVPD.

```
113
Properties=species:S:1:pos:R:3:lowdin_spin:R:1
O -2.673 -31.047 32.366 0.00
O -3.107 -30.846 30.205 0.00
O -2.294 -29.168 31.349 0.00
N -4.442 -34.616 30.353 0.00
N 0.711 -30.434 27.791 0.00
N -1.503 -23.989 28.965 0.00
N -5.812 -29.328 27.624 0.01
C 0.758 -31.769 28.675 0.00
C -1.508 -25.420 28.354 0.10
C 1.519 -22.142 30.447 0.00
C -6.122 -28.788 29.079 0.01
C -0.085 -23.669 29.350 0.01
C -4.311 -29.149 27.282 0.10
C -1.963 -25.470 30.738 0.00
C -3.366 -34.594 31.545 0.00
C -2.023 -22.954 27.864 0.03
C -5.744 -27.315 29.315 0.03
C -2.738 -30.335 31.267 0.00
C 0.037 -22.483 30.222 0.00
C -4.808 -36.067 29.965 0.00
C 3.377 -29.061 24.964 0.00
C 0.171 -32.912 27.926 0.00
C -5.754 -33.827 30.747 0.00
C -6.722 -28.584 26.642 0.02
C -3.901 -34.039 28.976 0.00
C -3.039 -35.149 28.423 0.00
C -6.264 -30.865 27.476 0.01
C -0.592 -30.751 27.051 0.03
C 0.601 -29.189 28.702 0.02
C -7.575 -30.873 26.700 0.00
C -1.523 -26.347 29.588 0.02
C -0.781 -32.315 26.940 0.01
C -6.401 -34.344 32.065 0.00
C -7.339 -29.716 25.781 0.01
C -6.231 -26.742 30.682 0.01
C 2.024 -30.319 26.899 0.00
C -2.454 -24.138 30.139 0.01
C 2.078 -29.104 25.902 0.03
C -7.809 -33.815 32.214 0.00
C -3.743 -36.470 28.878 0.00
H -7.176 -28.949 29.306 0.00
H 3.300 -28.284 24.203 0.00
H -3.353 -33.115 29.164 0.00
H -2.895 -25.904 31.099 0.00
H -6.463 -31.278 28.465 0.00
H -6.137 -27.897 26.031 0.03
H -5.922 -27.265 31.588 0.00
H -2.347 -34.861 31.265 0.00
H 0.346 -23.404 28.384 0.00
H 2.866 -30.226 27.585 0.00
H -3.702 -35.332 32.273 0.00
H 1.816 -21.316 31.093 0.00
H -1.799 -32.581 27.223 0.01
H -3.421 -24.252 29.649 0.01
H 3.340 -29.997 24.406 0.00
H -1.423 -30.309 27.600 0.01
H -0.298 -33.505 28.711 0.00
H 4.322 -28.993 25.503 0.00
H -4.768 -36.679 30.867 0.00
H -2.112 -21.948 28.275 0.00
H -2.429 -25.464 27.773 0.07
H -0.387 -22.815 31.170 0.00
H -2.966 -35.079 27.338 0.00
H 0.235 -24.558 29.894 0.00
H -2.024 -35.172 28.819 0.00
H -2.996 -37.149 29.287 0.00
H -7.516 -31.830 26.183 0.00
H 0.870 -33.575 27.416 0.00
H -8.419 -34.147 31.374 0.00
H -6.408 -26.703 28.704 0.01
H -5.557 -29.518 29.659 0.00
H -0.136 -29.328 29.493 0.00
H -2.532 -23.302 30.834 0.00
H -1.223 -22.962 27.124 0.01
H 1.808 -31.865 28.952 0.00
H -4.696 -27.117 29.088 0.02
H -0.368 -30.312 26.079 0.03
H 0.307 -28.424 27.983 0.02
H -3.600 -29.550 28.004 0.01
H 1.883 -21.930 29.442 0.00
H 0.115 -31.513 29.518 0.00
H -3.007 -23.256 27.507 0.02
H -6.491 -35.424 32.183 0.00
H -6.048 -25.669 30.725 0.00
H -0.664 -25.534 27.673 0.04
H 2.056 -28.176 26.473 0.01
H -5.421 -32.792 30.827 0.00
H 2.104 -31.346 26.543 0.00
H 2.155 -22.959 30.787 0.00
H 1.568 -29.007 29.170 0.00
H -7.509 -28.222 27.304 0.00
H -5.457 -31.500 27.108 0.01
H -5.857 -34.104 32.978 0.00
H -7.931 -32.735 32.133 0.00
H -4.775 -33.753 28.391 0.00
H -0.527 -26.764 29.741 0.00
H -8.195 -29.300 25.249 0.00
H -4.220 -37.034 28.077 0.00
H -8.517 -30.744 27.233 0.00
H -1.120 -25.298 31.408 0.00
H -0.623 -32.748 25.952 0.00
H -2.209 -27.192 29.532 0.01
H -4.093 -29.628 26.327 0.05
H -2.656 -30.273 32.934 0.00
H 1.242 -29.083 25.204 0.02
H -4.183 -28.081 27.105 0.08
H -0.336 -21.587 29.725 0.00
H -6.538 -33.877 29.991 0.00
H -3.413 -33.631 32.054 0.00
H -8.255 -34.108 33.164 0.00
H -7.312 -26.851 30.776 0.00
H -5.806 -36.135 29.534 0.00
H -6.720 -30.177 25.012 0.01
```

The calculation puts the HOMO-LUMO gap (spin up / spin down) at 2.454 / 8.390 eV. Its spin multiplicity is 2. Its energy relative to the best compared isomer or geometry (same formula, charge and spin) is 0.0268 eV. As for the total charge: +2. As for the HOMO energy (spin up / spin down): -6.2 / -12.2 eV. The molecular weight is 574.0 g/mol. For the maximum force, the calculation gives 4.14 eV Å⁻¹.


Question: The lowest total charge belongs to which entry?
Answer: C33H70NPS4Si3Ti


Question: Which of these has the lowest molecular weight?
Answer: C33H73N4O3


Question: Which of these has the lowest total charge?
Answer: C33H70NPS4Si3Ti


Question: Which of these has the lowest molecular weight?
Answer: C33H73N4O3